Density functional theory data (the ωB97M-V functional and the def2-TZVPD basis) for a single C5H8Cl2O molecule at a distorted geometry.

- E: -1190.882791 Ha
- Structure (SMILES): CC[C@@]1(Cl)O[C@@]1(C)Cl
- Energy above the lowest of the compared OMol25 structures with the same formula, charge and spin: 77.27 kJ/mol

Geometry as ORCA input:
```
! RIJCOSX wB97M-V def2-TZVPD def2/J DEFGRID3
* xyz 0 1
C -0.881 -0.383 -0.684
C 0.542 -0.704 -0.255
C -1.384 0.268 -1.874
C 1.023 0.885 1.535
C 0.901 -0.608 1.217
O -0.341 -1.675 -0.719
Cl -2.066 -0.293 0.674
Cl 1.759 -0.135 -1.415
H -2.481 0.153 -2.175
H -0.641 -0.096 -2.613
H -1.358 1.296 -1.789
H 2.027 1.091 1.180
H 0.873 1.066 2.661
H 0.176 1.360 0.991
H 0.149 -1.029 1.886
H 1.703 -1.197 1.380
*
```

***

Density functional theory data (the ωB97M-V functional and the def2-TZVPD basis) for 2 unconnected molecules or ions with the total composition C5H8ClN at a distorted geometry.

- E: -710.113253 Ha
- Energy above the lowest of the compared OMol25 structures with the same formula, charge and spin: 365.25 kJ/mol

Geometry as ORCA input:
```
! RIJCOSX wB97M-V def2-TZVPD def2/J DEFGRID3
* xyz 0 1
C 1.891 2.614 0.384
C -1.200 -1.227 0.387
C 1.482 0.355 -0.458
C -1.282 -1.804 -1.005
C -1.430 0.015 0.792
N 1.913 1.449 -0.116
Cl 2.672 -0.926 -0.653
H -0.860 -1.987 1.095
H 1.685 2.583 1.536
H -1.600 -2.868 -0.887
H -0.360 -1.611 -1.525
H -2.016 -1.153 -1.506
H 2.339 3.485 -0.087
H -1.411 0.179 1.856
H -1.824 0.895 0.187
*
```

***

Density functional theory data (the ωB97M-V functional and the def2-TZVPD basis) for 2 unconnected molecules or ions with the total composition C5H8ClN2O3 at a distorted geometry.

- <S²>: 0.760
- E: -990.557286 Ha
- Energy above the lowest of the compared OMol25 structures with the same formula, charge and spin: 21.06 kJ/mol

Geometry as ORCA input:
```
! RIJCOSX wB97M-V def2-TZVPD def2/J DEFGRID3
* xyz 0 2
C -0.146 -1.719 -1.653
C 0.998 -1.794 -0.945
C 1.840 -0.664 -0.443
O 3.068 -0.757 -0.508
H -0.672 -2.612 -1.988
Cl -0.456 -0.349 -2.701
H 1.291 -2.783 -0.584
N 1.220 0.412 0.058
C 1.944 1.537 0.606
H 0.209 0.396 0.145
H 2.707 1.188 1.314
H 2.452 2.110 -0.184
H 1.233 2.190 1.124
C -2.932 0.570 0.299
H -3.537 1.472 0.238
H -3.235 -0.342 -0.209
N -2.237 0.382 1.506
O -2.481 1.138 2.439
O -1.266 -0.374 1.486
*
```

***

Density functional theory data (the ωB97M-V functional and the def2-TZVPD basis) for a single C5H8ClNOS molecule at a distorted geometry.

- E: -1183.545713 Ha
- Energy above the lowest of the compared OMol25 structures with the same formula, charge and spin: 0.00 kJ/mol

Geometry as ORCA input:
```
! RIJCOSX wB97M-V def2-TZVPD def2/J DEFGRID3
* xyz 0 1
C -0.871 -1.798 -0.016
C -2.045 -1.200 0.249
C 0.344 -0.998 0.243
C 1.773 2.140 -1.211
C 1.566 0.827 -0.583
N 0.443 0.319 -0.299
O -0.952 0.081 2.135
S -2.050 0.334 1.248
Cl -3.538 -2.038 -0.063
H -0.818 -2.725 -0.495
H 0.261 -1.161 1.375
H 1.313 -1.498 0.035
H 2.360 2.783 -0.678
H 2.071 1.911 -2.306
H 0.769 2.554 -1.231
H -3.237 0.195 1.964
H 2.612 0.273 -0.367
*
```

***

Density functional theory data (the ωB97M-V functional and the def2-TZVPD basis) for 2 unconnected molecules or ions with the total composition C5H8ClOP at a distorted geometry.

- E: -1071.993398 Ha
- Energy above the lowest of the compared OMol25 structures with the same formula, charge and spin: 367.41 kJ/mol

Geometry as ORCA input:
```
! RIJCOSX wB97M-V def2-TZVPD def2/J DEFGRID3
* xyz 0 1
C -1.334 2.227 -0.338
C -1.159 -2.491 -0.632
C -0.418 1.316 -0.637
C -0.227 -1.516 -0.653
C 2.197 0.344 1.114
O -1.173 -0.195 1.582
P -0.242 -0.111 0.471
Cl 3.249 0.706 -0.262
H -1.428 3.288 -0.558
H -1.832 1.962 0.605
H -1.041 -3.338 -1.293
H -2.002 -2.476 0.035
H 0.338 1.461 -1.533
H 0.616 -1.693 -1.294
H 2.243 -0.630 1.575
H 2.213 1.145 1.818
*
```

***

Density functional theory data (the ωB97M-V functional and the def2-TZVPD basis) for a molecular structure, C5H8CoLiO3 at a distorted geometry.

- <S²>: 8.763
- E: -1809.876769 Ha

Geometry as ORCA input:
```
! RIJCOSX wB97M-V def2-TZVPD def2/J DEFGRID3
* xyz 3 6
C 1.552 -0.945 2.188
C 2.312 -1.974 2.660
H 2.058 0.031 2.160
H 0.524 -0.449 2.763
H 2.009 -3.027 2.589
Li -0.077 -2.669 0.141
O -0.200 0.829 -0.518
Co -1.119 2.733 1.557
O -0.354 0.950 1.650
C -0.092 0.260 0.638
O 0.535 -0.875 0.745
C -1.131 0.373 -1.527
C -0.777 1.078 -2.810
H -0.998 -0.714 -1.641
H -2.143 0.662 -1.205
H 0.212 0.758 -3.161
H -1.526 0.813 -3.567
H -0.785 2.165 -2.664
*
```

***

Density functional theory data (the ωB97M-V functional and the def2-TZVPD basis) for a molecular structure, C5H8CrLiO3 at a distorted geometry.

- <S²>: 6.072
- E: -1471.686106 Ha
- Energy above the lowest of the compared OMol25 structures with the same formula, charge and spin: 304.97 kJ/mol

Geometry as ORCA input:
```
! RIJCOSX wB97M-V def2-TZVPD def2/J DEFGRID3
* xyz 3 5
C 1.157 -3.427 0.608
C 1.757 -3.434 -0.597
H 1.671 -2.988 1.472
H 0.238 -4.014 0.762
H 1.641 -4.124 -1.441
Cr 1.760 -1.348 -1.230
O -0.200 1.517 0.565
Li 0.840 2.738 2.036
O 1.553 0.969 1.706
C 0.715 0.584 0.884
O 0.812 -0.440 0.155
C -0.952 1.474 -0.663
C -2.138 2.391 -0.500
H -0.310 1.800 -1.492
H -1.244 0.435 -0.869
H -1.891 3.224 0.171
H -2.411 2.794 -1.484
H -2.998 1.850 -0.084
*
```

***

Density functional theory data (the ωB97M-V functional and the def2-TZVPD basis) for a molecular structure, C5H8CuO3 at a distorted geometry.

- E: -2061.124560 Ha
- Energy above the lowest of the compared OMol25 structures with the same formula, charge and spin: 92.94 kJ/mol

Geometry as ORCA input:
```
! RIJCOSX wB97M-V def2-TZVPD def2/J DEFGRID3
* xyz 1 1
H -0.413 -1.518 -1.295
O 1.536 -1.028 -0.674
C 0.458 -1.914 -0.523
O 0.343 -2.470 0.535
Cu 0.397 -0.769 2.182
O -1.281 -0.015 0.888
C -2.154 0.065 -0.017
C 2.033 -0.509 0.441
C 3.128 0.413 0.131
H 3.561 0.317 -0.874
H 2.751 1.438 0.292
H 3.866 0.289 0.943
C -2.722 1.381 -0.418
H -2.862 -0.787 -0.012
H -2.070 2.218 -0.145
H -3.707 1.502 0.059
H -2.862 1.387 -1.510
*
```

***

Density functional theory data (the ωB97M-V functional and the def2-TZVPD basis) for 2 unconnected molecules or ions with the total composition C5H8F2N2O5S2 at a distorted geometry.

- E: -1677.110404 Ha
- Structure (SMILES): O=C(F)NC(=O)N(S)S(=O)(=O)F.CC(C)=O

Geometry as ORCA input:
```
! RIJCOSX wB97M-V def2-TZVPD def2/J DEFGRID3
* xyz 0 1
O 5.445 -1.886 0.142
C 4.663 -1.558 -0.694
F 4.626 -2.146 -1.859
N 3.755 -0.500 -0.473
C 2.944 -0.148 -1.617
O 3.400 0.385 -2.574
N 1.516 -0.420 -1.592
S 0.590 0.802 -0.802
S 1.157 -1.965 -1.050
O 1.058 -2.045 0.352
O 2.025 -2.875 -1.684
F -0.230 -2.130 -1.673
H 4.339 0.310 -0.306
H 1.130 0.968 0.430
C -3.833 1.241 2.621
C -3.020 1.324 1.353
O -1.812 1.329 1.379
C -3.780 1.399 0.053
H -3.164 1.192 3.476
H -4.466 2.124 2.716
H -4.455 0.345 2.606
H -4.412 2.288 0.040
H -4.400 0.510 -0.069
H -3.077 1.454 -0.775
*
```

***

Density functional theory data (the ωB97M-V functional and the def2-TZVPD basis) for 2 unconnected molecules or ions with the total composition C5H8F3NO3 at a distorted geometry.

- E: -775.236060 Ha
- Structure (SMILES): CC/C=[N+](\[O-])O.O=CC(F)(F)F
- Energy above the lowest of the compared OMol25 structures with the same formula, charge and spin: 143.44 kJ/mol

Geometry as ORCA input:
```
! RIJCOSX wB97M-V def2-TZVPD def2/J DEFGRID3
* xyz 0 1
C -3.033 -0.394 1.322
C -1.769 -0.918 0.684
C -1.431 -0.038 -0.502
C 2.253 -0.398 -0.257
C 3.366 0.534 -0.296
N -0.359 0.649 -0.643
O -0.355 1.342 -1.874
O 0.615 0.877 0.134
O 1.753 -0.923 -1.253
F 3.280 1.327 0.804
F 3.271 1.304 -1.354
F 4.604 -0.081 -0.326
H -3.494 -1.179 2.091
H -3.888 -0.202 0.715
H -2.635 0.409 1.920
H -1.900 -1.967 0.237
H -0.842 -0.907 1.336
H -2.030 -0.180 -1.352
H 2.075 -0.773 0.768
H 0.519 1.517 -2.153
*
```

***

Density functional theory data (the ωB97M-V functional and the def2-TZVPD basis) for a molecular structure, C5H8FN at a distorted geometry.

- E: -349.698969 Ha
- Energy above the lowest of the compared OMol25 structures with the same formula, charge and spin: 578.47 kJ/mol

Geometry as ORCA input:
```
! RIJCOSX wB97M-V def2-TZVPD def2/J DEFGRID3
* xyz 0 1
C 0.746 0.713 0.233
C -0.745 0.610 0.805
C -1.512 0.221 -0.404
C 0.487 -0.706 -0.145
C 1.876 -0.406 -0.009
H -0.758 1.730 1.061
H -0.723 0.169 1.918
H -1.580 1.253 -1.006
H -2.535 -0.117 -0.271
H -0.797 -1.886 -1.058
H 0.401 -1.137 0.833
H 2.684 -0.343 -0.822
H 2.216 -0.828 0.830
N -0.570 -0.797 -1.003
F 0.810 1.524 -0.963
*
```

***

Density functional theory data (the ωB97M-V functional and the def2-TZVPD basis) for 2 unconnected molecules or ions with the total composition C5H8FN2 at a distorted geometry.

- <S²>: 2.004
- E: -404.084966 Ha
- Energy above the lowest of the compared OMol25 structures with the same formula, charge and spin: 388.44 kJ/mol

Geometry as ORCA input:
```
! RIJCOSX wB97M-V def2-TZVPD def2/J DEFGRID3
* xyz 1 3
C 0.898 -2.419 2.330
C -0.217 1.711 -0.123
C 0.009 -1.726 1.925
C 0.720 -0.514 -0.637
C -1.365 1.987 -1.115
N 0.307 0.515 -0.512
N 1.180 -1.660 -0.949
F -0.990 -0.950 1.883
H 1.514 -3.284 2.312
H 0.558 2.586 -0.248
H -0.457 1.624 0.854
H -1.091 2.361 -2.144
H -2.037 1.042 -1.139
H -1.932 2.852 -0.695
H 0.868 -2.344 -0.175
H 2.036 -1.782 -1.567
*
```

***

Density functional theory data (the ωB97M-V functional and the def2-TZVPD basis) for 2 unconnected molecules or ions with the total composition C5H8FN3O2S at a distorted geometry.

- E: -1008.025008 Ha
- Structure (SMILES): O=c1nc(F)o[nH]1.CN(C)C=S
- Energy above the lowest of the compared OMol25 structures with the same formula, charge and spin: 189.86 kJ/mol

Geometry as ORCA input:
```
! RIJCOSX wB97M-V def2-TZVPD def2/J DEFGRID3
* xyz 0 1
C 1.092 1.242 0.063
C 3.412 0.362 0.260
C 1.550 -1.102 -0.317
C -4.175 -0.018 0.011
C -2.310 -0.750 0.658
H 1.657 2.139 0.326
H 0.592 1.387 -0.900
H 0.319 1.056 0.816
H 3.819 1.086 -0.451
H 3.547 0.754 1.275
H 3.972 -0.568 0.169
H 2.339 -1.857 -0.339
H -1.734 -0.830 -1.350
N 2.006 0.115 -0.010
N -3.629 -0.470 1.065
N -2.158 -0.220 -0.660
O -1.426 -1.292 1.258
O -3.457 0.114 -1.104
F -5.406 0.363 -0.128
S -0.011 -1.512 -0.644
*
```

***

Density functional theory data (the ωB97M-V functional and the def2-TZVPD basis) for 2 unconnected molecules or ions with the total composition C5H8FN3OS at a distorted geometry.

- E: -932.784588 Ha
- Energy above the lowest of the compared OMol25 structures with the same formula, charge and spin: 142.70 kJ/mol

Geometry as ORCA input:
```
! RIJCOSX wB97M-V def2-TZVPD def2/J DEFGRID3
* xyz 0 1
C 0.949 -0.531 2.222
C 0.859 -1.500 1.251
C -0.191 -1.035 0.543
C -1.329 1.481 -0.837
C -1.705 0.852 0.517
N 0.115 0.462 2.087
N -0.647 0.099 1.103
N 1.816 -0.407 -1.391
O 0.701 -0.956 -3.543
F 1.637 -2.537 1.180
S 1.978 -0.894 -2.850
H 1.758 -0.521 3.053
H -0.270 1.744 -0.990
H -1.827 2.487 -0.989
H -1.578 0.923 -1.734
H -2.460 0.153 0.349
H -1.923 1.651 1.239
H 2.651 -0.212 -0.775
H -0.535 -1.261 -0.434
*
```

***

Density functional theory data (the ωB97M-V functional and the def2-TZVPD basis) for 2 unconnected molecules or ions with the total composition C5H8FNO2 at a distorted geometry.

- E: -500.335305 Ha
- Energy above the lowest of the compared OMol25 structures with the same formula, charge and spin: 195.34 kJ/mol

Geometry as ORCA input:
```
! RIJCOSX wB97M-V def2-TZVPD def2/J DEFGRID3
* xyz 0 1
C -3.102 0.441 -0.050
C 1.723 -0.309 -0.331
C 0.519 -0.875 -1.116
C 1.149 0.959 0.362
C -0.688 -0.581 -0.268
N -0.103 0.329 0.830
O -2.621 1.229 0.624
O -3.784 -0.287 -0.591
F -0.991 -1.699 0.661
H 2.080 -0.907 0.604
H 2.739 -0.122 -0.793
H 0.498 -0.170 -1.904
H 0.635 -1.917 -1.497
H 1.641 1.444 1.188
H 0.909 1.717 -0.402
H 0.042 -0.318 1.587
H -0.645 1.068 1.094
*
```